[1]
# C16H20N4O5S

C16H20N4O5S as an isolated structure at a distorted geometry (wB97M-V/def2-TZVPD, the OMol25 dataset).

Atoms and positions in Å:
C: -2.1201 -1.0842 -3.1849
H: -1.5718 -1.9554 -3.3456
O: -2.0459 -0.4399 -2.1091
C: -0.8587 0.2074 -1.6447
C: -0.9864 1.6785 -1.1904
C: 0.3353 2.1611 -0.6359
C: 1.5555 1.4082 -0.5103
C: 1.5646 0.2323 -1.2339
C: 0.4413 -0.4104 -1.6310
O: 0.3036 -1.8443 -1.9341
C: 1.7597 -2.5794 -2.1218
H: 2.1794 -2.5238 -1.1312
H: 1.1238 -3.4291 -2.3504
H: 2.3181 -2.1517 -2.7960
H: 2.4662 -0.2962 -1.1944
C: 2.8460 2.0406 -0.0502
H: 3.5049 1.9463 -0.7497
H: 2.6196 3.1243 0.0740
C: 3.1623 1.4194 1.0180
N: 2.1003 1.2097 2.0898
C: 1.4489 2.4389 2.6389
O: 2.0989 3.3847 2.7853
C: 0.2668 1.8995 3.3619
H: 0.3890 0.9079 4.0200
H: -0.0264 2.9109 3.8477
S: -1.3280 1.7907 2.2271
C: -1.2998 0.2522 1.8472
N: -0.0445 -0.6419 1.7656
N: -0.4362 -1.7999 1.4508
C: -1.7465 -1.8115 0.8319
C: -2.1338 -0.4563 0.9253
N: -3.4409 0.2518 0.6376
O: -4.2809 -0.6089 0.1918
O: -3.5861 1.3896 0.9657
C: -2.3373 -2.8542 0.1211
H: -3.1931 -2.7331 -0.3626
H: -2.3787 -3.6625 0.5681
H: -1.6387 -3.3045 -0.6904
H: 0.2082 -2.5535 1.3172
H: 1.6540 0.4126 1.9746
H: 3.5494 0.3194 1.1354
H: 4.0837 1.9877 1.8490
H: 0.3509 3.2138 -0.3107
H: -1.8064 2.1047 -1.0795
H: -1.7677 -0.1975 -4.0506
H: -3.3024 -1.3542 -3.3367

energy relative to the best compared isomer or geometry (same formula, charge and spin)	1873.7	kJ/mol
HOMO	-7.85	eV
total energy	-1614.5123	hartree
lowest unoccupied orbital energy	-0.009	Ha

---

[2]
# C25H47Br2MnNO3Si2

C25H47Br2MnNO3Si2 as an isolated structure at a distorted geometry (wB97M-V/def2-TZVPD, the OMol25 dataset).

Atoms and positions in Å:
O: -0.8987 -1.8164 -1.0026
O: -2.4013 -0.7456 -2.9759
C: 0.2516 -2.6764 -1.0298
C: 0.5382 -3.4840 0.2312
H: 1.1027 -2.0181 -1.2561
H: 0.0872 -3.3190 -1.9219
H: 0.6359 -2.8894 1.1566
H: 1.4952 -4.0094 0.1248
H: -0.2546 -4.2237 0.3619
C: -1.9167 -2.0903 -0.0177
C: -3.0103 -2.9619 -0.6035
H: -2.3191 -1.1131 0.3249
H: -1.4966 -2.6269 0.8520
H: -3.4398 -2.4958 -1.5030
H: -3.8081 -3.1189 0.1468
H: -2.6514 -3.9658 -0.8742
C: -3.4223 0.2403 -3.1718
C: -2.1995 -1.6089 -4.1031
C: -4.6652 -0.0316 -2.3453
H: -3.6973 0.2940 -4.2360
H: -2.9669 1.1972 -2.8824
H: -5.1904 -0.9499 -2.6366
H: -5.3680 0.7874 -2.5230
H: -4.4311 -0.0776 -1.2731
C: -3.3836 -2.5011 -4.4398
H: -1.3200 -2.2145 -3.8558
H: -1.9294 -1.0036 -4.9875
H: -3.7633 -3.0419 -3.5687
H: -3.0692 -3.2421 -5.1800
H: -4.2083 -1.9319 -4.8764
H: -0.9549 0.0296 -1.4965
Mn: 0.6120 0.7303 1.2976
C: -0.2875 0.9654 -1.4899
Si: 0.4164 1.3586 -3.2093
H: -0.8646 1.8309 -1.0996
H: 0.5690 0.7236 -0.7946
C: 1.1872 -0.1351 -4.0555
C: 1.7701 2.6478 -2.9562
C: -0.6549 2.1650 -4.5373
C: 2.4305 0.0726 0.6443
Si: 3.6283 0.9087 1.8258
H: 2.6329 0.3418 -0.4029
H: 2.4302 -1.0372 0.6662
C: 4.3572 2.3502 0.8418
C: 4.9947 -0.3009 2.2889
C: 2.9842 1.5379 3.4844
H: 0.0575 2.5365 -5.3091
H: -1.2302 3.0306 -4.1732
H: -1.3521 1.4567 -5.0272
H: 2.0622 -0.4788 -3.4849
H: 1.5321 0.1871 -5.0504
H: 0.4877 -0.9750 -4.1822
H: 2.3684 2.4208 -2.0630
H: 1.3263 3.6487 -2.8526
H: 2.4159 2.6292 -3.8498
H: 5.1762 -0.9682 1.4366
H: 4.7006 -0.9177 3.1481
H: 5.9262 0.2154 2.5340
H: 2.5331 0.7502 4.0956
H: 2.2491 2.3526 3.4266
H: 3.8313 1.9283 4.0679
H: 5.2215 2.7824 1.3516
H: 3.6267 3.1520 0.6761
H: 4.6927 1.9898 -0.1318
Br: 1.0911 -3.0809 4.6890
C: 0.4104 -1.3569 5.0179
C: 0.2982 -0.8188 6.2999
C: -0.1128 0.5073 6.4817
Br: -0.0599 1.2529 8.2431
C: -0.4725 1.3620 5.3876
C: -0.7916 2.7310 5.4487
C: -0.8981 3.4762 4.2776
C: -0.6390 2.8861 3.0443
N: -0.3088 1.5787 2.9684
C: -0.3406 0.7984 4.0919
C: 0.1776 -0.5222 3.8827
O: 0.5959 -0.8126 2.6818
H: 0.5670 -1.4507 7.1421
H: -0.8938 3.2007 6.4187
H: -1.1186 4.5450 4.2897
H: -0.6796 3.4129 2.0819

expectation value of S²	8.768
HOMO (spin up / spin down)	-7.30 / -7.64	eV
total energy	-8139.2779	hartree
lowest unoccupied orbital energy (spin up / spin down)	-0.026 / -0.031	Ha
multiplicity	6

---

[3]
# C2H7NO3

A 2-piece molecular cluster, C2H7NO3 overall at a distorted geometry (wB97M-V/def2-TZVPD, the OMol25 dataset).

Atoms and positions in Å:
O: -2.5822 0.9341 0.0751
C: -2.6226 -0.2114 -0.2498
O: -1.5527 -1.0085 -0.4309
H: -3.5017 -0.8154 -0.5000
H: -0.7696 -0.4065 -0.4440
N: 0.7578 0.7535 -0.3594
C: 1.6689 0.0945 0.6097
O: 1.4207 -1.2674 0.7692
H: 0.5456 1.7093 -0.0926
H: 1.3341 0.9261 -1.1843
H: 2.7077 0.2743 0.3063
H: 1.5301 0.6206 1.5577
H: 1.0638 -1.6030 -0.0569

energy relative to the best compared isomer or geometry (same formula, charge and spin)	97.5	kJ/mol
HOMO	-10.39	eV
total energy	-360.8765	hartree
lowest unoccupied orbital energy	0.026	Ha
SMILES string	O=CO.NCO